No. 1
Here is a molecular structure, C36H43N3O4ReSSeTe from the OMol25 dataset. Energies are from ωB97M-V/def2-TZVPD.

Output
- Spin multiplicity: 1
- Largest force on an atom: 0.013 Eh/bohr
- LUMO: -0.1242 hartree
- ΔE to the lowest compared entry with this formula, charge and spin: 0.0 kcal per mole
- Net charge: +1
- Electronic energy: -5008.5077 hartree

Structure (XYZ):
```
90
Properties=species:S:1:pos:R:3:forces:R:3
Re -0.58950 0.28052 0.75029 0.08 -0.23 -0.40
C 0.33534 2.78426 -0.41501 0.00 0.00 0.01
C 0.08743 2.81345 -1.73959 -0.03 -0.01 -0.02
C -1.29233 2.42246 -1.95734 0.02 0.02 -0.02
C -1.88691 2.14910 -0.77024 0.08 -0.10 0.02
C -0.87412 2.32760 0.30955 0.08 0.12 0.11
H 1.27834 2.99867 0.06636 -0.02 -0.01 0.02
H 0.79462 3.06409 -2.51618 -0.03 -0.01 0.00
H -1.77880 2.39004 -2.92328 0.02 0.01 0.00
H -2.92705 1.90420 -0.61313 0.04 0.00 -0.08
H -1.17144 2.91981 1.17267 -0.03 0.01 -0.01
C -7.66393 2.06712 5.16050 -0.03 0.01 0.01
C -6.33443 1.59803 4.64071 0.01 -0.01 0.00
C -5.63149 0.57933 5.27214 -0.01 0.02 0.01
C -4.39942 0.13141 4.81084 0.02 0.01 -0.02
C -3.71331 -0.97692 5.56814 -0.01 -0.02 0.03
C -3.87060 0.73029 3.65465 0.01 -0.14 0.03
Te -1.98218 -0.07425 3.07968 -0.15 0.19 -0.14
N 0.82790 0.40590 1.67295 -0.14 -0.07 0.03
C 2.07566 0.09496 2.30922 -0.11 -0.34 -0.44
O 2.99715 -0.20742 1.61107 0.16 0.27 0.24
C 2.00983 0.08233 3.77962 0.09 0.00 0.07
C 1.12648 0.89911 4.47929 0.06 0.00 0.04
C 1.09591 0.84124 5.86370 -0.02 -0.02 0.00
C 1.92927 -0.04200 6.53628 -0.01 0.01 0.03
C 2.80934 -0.85853 5.83490 -0.01 -0.02 -0.02
C 2.85835 -0.79425 4.45351 -0.03 0.02 0.01
C -2.50850 -2.05884 2.59257 0.04 -0.06 0.05
C -1.65862 -3.06657 3.06342 -0.13 0.02 -0.04
C -0.51788 -2.87305 4.02714 0.11 0.04 -0.05
C -1.88330 -4.36525 2.60858 -0.05 0.00 0.01
C -2.92130 -4.67522 1.74823 0.00 -0.01 0.01
C -3.11389 -6.07514 1.23983 0.00 -0.01 -0.01
C -3.77788 -3.65233 1.34646 -0.02 -0.01 0.00
C -3.59219 -2.33878 1.74342 0.04 0.01 0.02
C -4.55750 -1.28890 1.26528 0.00 0.01 -0.05
C -4.54342 1.76283 3.00472 -0.01 0.03 -0.04
C -4.02469 2.44861 1.77569 0.00 -0.01 0.02
C -5.76844 2.17834 3.51548 -0.01 0.01 -0.01
H -7.96216 1.51322 6.04914 0.01 0.00 -0.01
H -8.44249 1.94209 4.40627 0.02 0.00 0.00
H -7.62944 3.12684 5.41805 0.01 -0.01 -0.01
H -6.04987 0.11800 6.15962 0.00 0.01 -0.01
H -4.25211 -1.18740 6.48998 -0.01 0.00 -0.01
H -2.68864 -0.71536 5.84251 0.02 0.03 -0.01
H -3.67126 -1.90136 4.98818 -0.01 0.01 -0.01
H 0.48370 1.59002 3.94807 0.06 0.01 0.00
H 0.42279 1.48215 6.41752 0.01 0.00 0.00
H 1.89558 -0.09165 7.61694 0.01 0.00 -0.01
H 3.45510 -1.54192 6.36991 0.00 0.00 -0.01
H 3.52864 -1.42007 3.87779 0.01 0.01 0.01
H -0.46916 -1.88149 4.47660 -0.04 0.01 -0.01
H 0.42614 -3.04918 3.50162 0.00 0.01 0.03
H -0.60040 -3.59370 4.84335 0.03 -0.01 -0.05
H -1.21702 -5.15228 2.94402 0.00 0.00 0.00
H -2.59479 -6.79980 1.86514 0.00 0.01 0.00
H -2.71640 -6.16506 0.22680 0.00 0.00 0.00
H -4.16985 -6.34378 1.20520 0.01 0.01 0.00
H -4.61231 -3.88607 0.69326 0.02 0.00 0.01
H -5.18114 -1.68723 0.46610 0.01 -0.01 0.01
H -4.03919 -0.40981 0.87471 0.02 0.00 0.00
H -5.21308 -0.94813 2.06844 0.00 -0.03 0.00
H -3.08714 2.01507 1.44528 -0.04 0.01 0.07
H -3.85791 3.51142 1.96069 0.00 -0.01 0.00
H -4.74303 2.36995 0.95716 -0.01 0.00 0.02
H -6.29313 2.98248 3.00879 0.01 -0.01 0.01
C -1.61104 -0.96511 -2.94562 0.01 -0.01 0.06
S -0.81573 -1.39348 -1.44230 0.07 0.08 0.05
O -0.42712 -2.75422 -1.46940 0.05 0.05 -0.12
O -1.78192 -1.04463 -0.30959 -0.25 -0.15 0.57
O 0.23005 -0.35838 -1.16399 0.18 0.23 -0.08
H -2.29856 -1.77109 -3.19119 -0.02 0.02 0.01
H -0.83088 -0.88698 -3.70132 -0.01 -0.02 0.00
H -2.12156 -0.01560 -2.81231 0.02 0.00 -0.01
C 5.04724 -2.65073 0.20653 0.01 -0.05 0.01
N 4.75718 -3.59614 1.27322 0.02 0.01 -0.05
C 5.69329 -4.28583 2.01804 -0.01 0.00 0.02
C 5.01429 -5.09049 2.85946 0.03 0.01 0.00
N 3.66887 -4.88632 2.61434 -0.10 -0.13 0.10
C 2.57430 -5.55862 3.28958 0.03 0.04 -0.01
C 3.50742 -3.97254 1.63184 0.05 0.28 -0.07
Se 1.93877 -3.36883 0.87930 -0.19 -0.16 0.08
H 6.11128 -2.42903 0.22780 0.00 0.00 0.00
H 4.47082 -1.74250 0.35699 -0.02 0.02 0.02
H 4.77794 -3.08214 -0.75646 -0.01 0.00 0.00
H 6.75018 -4.14423 1.87994 -0.01 0.00 0.01
H 5.36116 -5.78829 3.60029 0.00 0.01 -0.01
H 2.97482 -6.40925 3.83481 0.01 -0.01 0.00
H 1.85230 -5.89616 2.54856 -0.01 0.02 0.01
H 2.07694 -4.88071 3.98550 0.02 -0.02 -0.05
```
Forces are in eV/Å.

=====

No. 2
Here is a molecular structure, C36H44AsF3N5OPbTe from the OMol25 dataset. Energies are from ωB97M-V/def2-TZVPD.

Output
- Spin multiplicity: 1
- Largest force on an atom: 0.034 Eh/bohr
- LUMO: 0.0909 hartree
- ΔE to the lowest compared entry with this formula, charge and spin: 37.5 kcal per mole
- Net charge: -1
- Electronic energy: -4743.4757 hartree

Structure (XYZ):
```
92
Properties=species:S:1:pos:R:3:forces:R:3
Pb 0.48474 0.28196 0.39566 -0.50 0.64 -0.32
O 4.43016 1.81265 -1.25780 0.31 -0.14 -0.17
C 3.43855 1.18365 -0.85593 -0.21 0.55 0.03
N 2.28254 1.68550 -0.46442 -0.01 -0.01 -0.11
C 2.17330 3.11752 -0.53714 0.51 -0.18 -0.31
C 1.33341 3.70553 0.55058 -0.28 0.35 -0.11
C 0.58379 4.86382 0.31788 0.04 -0.05 0.04
C -0.13949 5.41975 1.35405 -0.02 -0.04 0.06
C -0.10977 4.80172 2.59703 -0.01 0.10 -0.14
C 0.65804 3.65649 2.72781 -0.21 0.24 0.47
N 1.35528 3.12458 1.74198 0.28 -0.32 -0.22
C 3.49223 -0.31966 -0.82210 0.58 -0.37 -0.18
C 4.58643 -0.95584 -1.40805 0.01 0.12 -0.03
C 4.63610 -2.33493 -1.42564 -0.14 0.05 0.05
C 3.58930 -3.04132 -0.84940 0.04 0.01 -0.01
C 2.54836 -2.32962 -0.28205 0.07 -0.39 0.04
N 2.50061 -1.00771 -0.26869 0.55 0.17 -0.17
H 1.76345 3.42143 -1.51460 0.09 0.10 0.11
H 3.18719 3.54997 -0.47044 -0.23 0.08 -0.06
H 0.57936 5.31751 -0.66364 0.02 0.00 -0.09
H -0.72023 6.31930 1.19819 -0.05 0.03 -0.01
H -0.66469 5.20256 3.43169 -0.01 -0.02 0.10
H 0.72526 3.13482 3.67508 -0.05 -0.09 0.09
H 5.35595 -0.33799 -1.84735 0.01 0.04 0.04
H 5.46690 -2.85084 -1.88723 0.04 -0.04 -0.02
H 3.57266 -4.12023 -0.85356 -0.03 -0.09 0.05
H 1.70281 -2.83483 0.16161 -0.08 -0.08 0.06
N -1.25557 1.84000 -1.19952 0.13 0.18 -0.27
C -2.68492 1.88263 -0.96737 -0.31 0.21 -0.01
C -3.00383 2.49875 0.39882 -0.08 -0.45 -0.10
C -3.03742 1.47715 1.53632 -0.30 0.38 0.13
N -1.70750 1.06185 1.93351 -0.41 -0.06 0.13
H -0.86237 2.76454 -1.32932 -0.01 0.00 -0.08
H -1.02405 1.25918 -1.99464 0.07 0.00 -0.12
H -3.04368 0.84742 -0.99350 -0.04 0.13 -0.06
H -3.22429 2.45463 -1.74565 0.08 -0.19 0.10
H -3.98135 2.98273 0.34538 0.00 0.08 0.04
H -2.25380 3.26089 0.62394 -0.03 0.19 0.05
H -3.57661 0.58634 1.19578 -0.05 0.08 0.07
H -3.60348 1.91720 2.37788 -0.02 -0.14 -0.14
H -1.74988 0.27728 2.57236 0.17 0.04 0.16
H -1.19416 1.81195 2.38451 0.02 -0.11 0.09
F 2.54787 -1.61293 -8.20400 0.17 0.09 0.31
C 1.33631 -2.07861 -7.85604 0.02 -0.10 -0.68
F 0.44816 -1.36145 -8.58881 -0.13 0.07 0.18
F 1.26979 -3.33175 -8.37319 -0.07 -0.11 0.25
C 1.04828 -2.02173 -6.39501 0.02 0.05 0.17
C 1.99168 -1.55694 -5.48028 -0.11 -0.12 -0.51
C 1.66412 -1.45679 -4.14746 -0.20 -0.02 0.21
C 0.38090 -1.80031 -3.68871 0.30 0.00 -0.79
C -0.54646 -2.28857 -4.62343 -0.03 0.02 0.21
C -0.21863 -2.40343 -5.95327 0.33 0.06 -0.32
C 0.04858 -1.61961 -2.33496 -0.29 0.23 0.81
C -0.20495 -1.43340 -1.14591 0.06 -0.92 -0.82
H 2.97391 -1.26534 -5.82399 0.03 0.02 0.00
H 2.38943 -1.08405 -3.43905 0.04 0.02 0.09
H -1.53791 -2.55889 -4.28892 -0.03 0.01 0.03
H -0.93770 -2.77619 -6.66991 -0.09 0.01 -0.01
C -5.70944 -1.45785 -0.19848 0.16 -0.01 -0.02
C -4.86827 -2.57405 -0.80467 0.09 -0.05 -0.08
As -2.90200 -2.25849 -0.50801 -0.92 -0.24 0.04
C -2.22335 -3.90041 -1.40288 0.09 0.05 0.00
C -3.09350 -5.14562 -1.36423 -0.04 0.12 0.05
C -2.89840 -2.97759 1.33923 -0.03 -0.09 0.00
C -1.50266 -3.16852 1.90844 -0.09 0.04 -0.06
H -6.77416 -1.61180 -0.38940 -0.01 0.05 0.03
H -5.42065 -0.49194 -0.61790 -0.05 0.07 0.04
H -5.56320 -1.41298 0.88163 -0.05 0.08 0.07
H -5.04657 -2.60475 -1.88596 0.10 -0.09 0.06
H -5.18437 -3.53114 -0.38681 0.07 -0.11 -0.04
H -1.25518 -4.10818 -0.94217 -0.01 0.14 -0.03
H -2.00345 -3.63720 -2.43901 0.02 0.10 0.07
H -3.35573 -5.41863 -0.34243 -0.06 -0.06 0.05
H -2.56073 -5.98889 -1.80540 0.00 -0.09 -0.02
H -4.01628 -5.00401 -1.92610 -0.07 -0.04 0.01
H -3.43208 -3.93166 1.35619 -0.12 0.04 -0.04
H -3.45697 -2.28766 1.98000 -0.04 0.05 -0.15
H -0.97509 -3.96824 1.38844 0.10 -0.03 -0.03
H -1.54970 -3.43113 2.96444 0.05 0.01 0.02
H -0.90922 -2.26124 1.80713 0.10 0.03 0.05
Te 1.51974 0.01996 3.10846 0.36 -0.43 1.68
C 0.52939 -1.56474 4.15202 0.47 0.41 -0.05
C 0.96534 -2.87740 4.02725 0.21 -0.14 -0.20
C 0.39296 -3.90224 4.75432 -0.02 -0.18 0.18
C -0.63402 -3.63676 5.64679 -0.13 -0.13 0.06
C -1.07106 -2.33062 5.79916 -0.14 -0.14 0.15
C -0.48956 -1.31399 5.06399 -0.17 0.38 -0.04
H 1.76992 -3.09519 3.34107 0.12 -0.05 -0.08
H 0.75346 -4.91594 4.63790 0.03 -0.06 -0.05
H -1.09531 -4.43838 6.21041 0.03 -0.01 0.03
H -1.85877 -2.10173 6.50867 -0.01 0.00 -0.04
H -0.82612 -0.29512 5.21082 -0.01 0.06 -0.01
```
Forces are in eV/Å.

=====

> Among the records above, which one has the lowest ΔE to the lowest compared entry with this formula, charge and spin?

C36H43N3O4ReSSeTe

=====

> Among the records above, which one has the lowest ΔE to the lowest compared entry with this formula, charge and spin?

C36H43N3O4ReSSeTe